{
  "formula": "C23H60BrNO7P",
  "method": "ωB97M-V/def2-TZVPD",
  "species": ["H", "H", "C", "C", "C", "N", "H", "C", "H", "H", "H", "C", "H", "H", "H", "H", "C", "H", "H", "H", "H", "C", "H", "H", "H", "H", "H", "O", "O", "H", "H", "O", "C", "C", "H", "H", "H", "H", "H", "O", "C", "C", "C", "H", "H", "C", "C", "H", "H", "C", "H", "H", "H", "O", "H", "C", "H", "H", "H", "H", "O", "C", "C", "H", "H", "H", "H", "C", "H", "H", "H", "P", "C", "C", "Br", "O", "H", "C", "H", "H", "H", "H", "H", "H", "H", "H", "H", "H", "H", "C", "H", "H", "H"],
  "xyz": [[-2.751169, 2.474362, 5.001388], [1.973979, -0.888414, -0.053288], [-4.777520, 1.109268, -0.361632], [1.371817, -0.217794, 0.566990], [2.547850, -5.143232, 0.818304], [-3.417567, 1.477490, -0.524838], [-0.517567, 5.358738, -4.162002], [2.250699, 4.266820, 0.778643], [-4.278433, 1.102113, 6.428301], [1.545221, 2.983620, -1.264681], [-4.899513, 0.816919, 1.773663], [-3.706897, 2.116196, 4.605485], [2.164189, -4.698161, 1.736708], [5.440948, -10.596368, 0.662915], [-3.563500, 3.256251, 1.480656], [1.935929, 5.892768, -4.310909], [-4.681794, 1.842033, 5.735441], [-3.510138, 1.206897, 4.038576], [-4.773617, 1.170075, -6.169666], [6.225987, -2.490130, -0.019380], [2.869445, 4.793884, 0.050861], [-3.218253, 2.919074, -0.689429], [-1.636731, -0.330475, -1.173340], [-5.627337, 1.471010, 5.338265], [0.591410, 0.420834, -1.628218], [0.332774, 7.133393, -2.923022], [3.864269, -2.337584, 0.840597], [-4.221966, 3.052016, 3.663647], [3.275764, -9.072223, 1.160387], [0.825285, 0.295249, 2.528911], [2.162022, -0.991337, 2.386673], [4.427788, -6.355196, -0.158082], [-3.286568, 3.800610, 0.578905], [1.464014, -0.317485, 1.892098], [-5.940881, 3.084086, -5.008737], [-4.212907, 3.037834, -4.603664], [-6.468797, 0.871271, 0.913106], [4.476325, -5.673173, -0.835191], [3.600894, -8.289534, 0.699479], [0.030993, 6.361995, -2.434665], [4.701080, -1.934063, 1.412845], [0.146994, 5.230658, -3.300103], [1.579281, 5.021632, -3.752645], [-5.397178, 2.428601, -3.451849], [0.008794, 1.734053, 0.958063], [-2.509478, 0.815517, 0.440930], [-5.159037, 2.501900, -4.514884], [-2.098359, 1.542094, 1.157368], [-2.289854, 4.209455, 0.779382], [4.797980, -10.407315, -0.197545], [-0.513324, 2.093552, -1.077240], [2.039249, 2.265651, 1.550761], [2.585005, -4.364939, 0.052977], [-5.400319, 0.653694, -1.290954], [4.995911, -2.662751, 2.172649], [1.870524, 2.170806, -0.602167], [-4.890585, 2.756381, 6.296806], [5.186855, -9.530412, -0.718990], [4.854589, -11.263265, -0.872729], [-5.993577, 0.582593, -5.030915], [-4.011646, 0.362294, -4.485354], [-5.465547, 1.294151, 0.974310], [3.923445, -5.740936, 1.034303], [2.984052, -11.031829, 0.790727], [4.623105, -4.974606, 1.379527], [-0.203117, 4.368719, -2.732667], [2.589835, 1.571700, -1.161760], [3.370259, -10.163590, 0.256473], [-3.111070, 0.111690, 1.027444], [4.346085, -1.033960, 1.916691], [-3.965488, 3.256482, -1.418139], [0.274447, 1.070072, -0.346212], [2.439459, 2.760500, 0.664528], [-1.343672, 0.043659, -0.186621], [4.428969, 2.447403, 0.779275], [5.489472, -0.684426, -0.516857], [1.850017, -5.910859, 0.481286], [5.863574, -1.599064, 0.497330], [2.231113, 4.887596, -2.889106], [-4.385437, 3.883148, 4.119787], [-3.943262, 4.663089, 0.433401], [-5.535240, 2.359180, 1.203379], [2.723576, -9.987733, -0.610751], [1.665304, 4.142313, -4.392197], [5.136754, 0.103819, -0.081072], [-2.246581, 3.063490, -1.162140], [-4.242969, 0.287402, -3.549387], [6.696145, -1.194284, 1.087171], [3.887142, -6.527146, 1.788266], [-5.036278, 1.112840, -5.112165], [1.195187, 4.501118, 0.610173], [-1.148389, -0.826686, 0.452025], [2.519779, 4.626913, 1.777340]],
  "forces_ev_per_angstrom": [[0.03, -0.06, 0.00], [0.11, 0.15, -0.01], [0.13, -0.08, -0.05], [-0.09, 0.06, 0.32], [0.02, -0.07, -0.09], [0.26, -0.07, 0.49], [0.00, -0.07, -0.01], [0.01, -0.10, 0.36], [0.01, 0.00, 0.00], [0.07, -0.04, 0.00], [-0.06, 0.13, 0.04], [0.00, 0.10, 0.02], [0.01, 0.03, -0.01], [-0.01, -0.02, 0.00], [-0.18, 0.09, -0.16], [-0.01, -0.03, -0.05], [-0.06, 0.02, -0.06], [0.03, 0.00, -0.02], [0.01, -0.03, -0.01], [0.02, -0.02, 0.02], [-0.16, -0.01, -0.08], [-0.31, 0.26, -0.32], [0.07, 0.12, 0.01], [0.01, -0.02, 0.00], [-0.01, 0.00, 0.05], [0.02, 0.01, 0.02], [0.01, 0.00, 0.00], [-0.11, -0.08, 0.15], [0.02, -0.04, -0.02], [0.13, 0.01, 0.03], [-0.18, -0.03, 0.04], [-0.02, -0.13, 0.19], [0.60, 0.10, -0.08], [0.02, -0.07, -0.22], [-0.01, -0.02, -0.01], [0.00, -0.01, -0.04], [0.10, 0.00, 0.06], [-0.02, -0.05, -0.06], [0.03, 0.06, -0.09], [-0.07, -0.07, 0.02], [0.02, -0.05, 0.01], [0.08, 0.08, -0.01], [0.00, 0.05, 0.04], [-0.05, 0.00, -0.01], [-0.06, 0.04, 0.05], [0.09, -0.16, 0.01], [0.04, 0.09, 0.06], [-0.10, 0.05, -0.03], [-0.09, -0.03, 0.03], [0.03, 0.03, 0.05], [0.00, 0.08, 0.14], [0.25, -0.14, -0.06], [-0.02, 0.05, 0.05], [-0.25, 0.07, -0.43], [0.01, 0.02, 0.01], [0.02, 0.08, -0.04], [0.03, -0.01, 0.03], [-0.01, -0.01, -0.02], [-0.01, 0.00, -0.01], [-0.03, 0.04, -0.07], [-0.11, -0.04, -0.02], [-0.10, -0.08, -0.03], [-0.07, 0.17, -0.07], [-0.02, 0.00, 0.00], [0.01, -0.03, 0.03], [-0.01, 0.03, 0.06], [0.00, -0.08, 0.14], [0.03, 0.11, -0.03], [0.03, 0.06, -0.01], [0.02, 0.00, 0.00], [0.05, -0.05, 0.06], [0.01, -0.30, -0.58], [-0.15, 0.35, -0.32], [-0.20, 0.07, 0.21], [0.01, -0.08, 0.21], [0.09, -0.08, 0.04], [-0.01, -0.01, 0.05], [-0.08, 0.11, 0.00], [-0.01, -0.05, 0.01], [0.03, 0.02, -0.02], [-0.12, -0.17, 0.09], [0.07, -0.07, 0.04], [-0.01, -0.06, -0.01], [-0.01, 0.00, 0.00], [-0.11, 0.10, -0.12], [-0.06, -0.15, 0.01], [0.12, 0.04, 0.10], [0.04, -0.06, 0.00], [0.05, 0.00, 0.01], [0.01, -0.03, 0.17], [0.06, -0.03, -0.09], [0.08, 0.03, -0.07], [0.02, -0.03, -0.10]],
  "lumo_ev": 2.326,
  "orbital_gap_ha": 0.2371,
  "spin_multiplicity": 1,
  "charge": -1
}

***

{
  "formula": "C23H60ClFNO22P5",
  "method": "ωB97M-V/def2-TZVPD",
  "species": ["C", "H", "H", "F", "H", "O", "O", "O", "O", "P", "O", "C", "P", "O", "H", "C", "H", "Cl", "H", "H", "P", "H", "H", "C", "H", "H", "H", "C", "P", "H", "C", "H", "H", "H", "H", "C", "P", "C", "H", "H", "O", "H", "C", "H", "H", "O", "H", "O", "N", "C", "O", "H", "C", "H", "C", "C", "H", "H", "H", "C", "C", "O", "H", "O", "O", "H", "H", "C", "H", "C", "C", "H", "O", "C", "H", "H", "O", "H", "O", "H", "H", "H", "H", "H", "H", "H", "H", "O", "H", "H", "O", "H", "C", "H", "C", "C", "H", "H", "C", "H", "O", "H", "H", "H", "H", "O", "H", "O", "O", "H", "H", "H", "H"],
  "xyz": [[4.501114, 0.405299, -3.824998], [11.963232, -4.382000, -2.625135], [4.581446, -3.936344, -5.035291], [-1.301724, -2.452315, 0.863612], [-0.188663, 0.525478, -0.846495], [5.058570, 4.283076, -2.596480], [-5.553951, 1.341341, 6.349225], [10.751485, -0.554714, -4.358872], [-2.272768, -1.478515, 0.738149], [-9.275805, -3.013434, 4.237545], [1.273443, -1.990871, -3.518464], [4.297740, -4.876290, -4.566810], [5.221870, 2.946521, -3.605073], [-4.201506, 4.348485, 5.794373], [-6.500871, -0.290458, 0.971699], [-2.001319, -0.850234, -0.499355], [-3.862358, 0.300003, 5.673096], [-3.711535, 2.773748, -0.109545], [-1.318122, 0.462316, 2.468158], [-10.508458, -3.170317, 1.246860], [10.711837, -1.027096, -2.794617], [-0.417719, -2.487390, -4.640766], [10.786665, 1.632267, -3.071799], [-10.694434, -2.499993, 2.086618], [11.834819, -3.207443, -1.298627], [-9.159084, -5.911760, 4.433846], [0.178748, 2.362742, -2.117402], [-3.342928, 1.011406, 0.170689], [-4.757454, 2.752109, 5.915413], [-11.042767, -0.206365, 4.250679], [5.940745, 5.379958, -2.810898], [-3.160485, 0.837617, 1.247174], [-1.120950, 3.369254, -1.284495], [-5.368344, 0.625450, 1.968611], [0.055582, -0.197693, 1.480868], [9.601938, -0.816456, -5.164515], [2.233426, -3.333792, -3.901658], [-0.980995, 1.254491, -0.591068], [-5.074810, -1.146074, 1.562886], [-5.387933, 0.959976, -0.614560], [-3.478305, 2.406257, 6.874373], [3.448081, -2.230124, -1.112603], [-0.825791, 2.383135, -1.668828], [-0.472106, -2.950472, -2.917704], [-4.572283, -0.584575, -0.829315], [2.998541, -4.832822, -3.988190], [-5.409002, -0.568697, 5.626362], [2.243666, -3.068069, -5.383283], [-2.283453, 0.517277, -0.707537], [-8.190868, -5.437613, 4.268225], [-4.525501, 2.364515, 4.482824], [3.348144, 3.965197, -6.041852], [-4.803789, 0.138573, 6.192598], [9.071259, 1.751625, -3.516495], [11.403860, -3.527495, -2.249554], [3.760692, -3.026698, -1.788988], [-3.197059, 3.356338, 8.687475], [-4.729403, 2.456403, 8.556231], [0.332263, 1.093921, 2.645712], [-5.166329, 5.306473, 5.334263], [-5.425196, -0.167053, 1.201519], [11.841706, -0.443075, -1.996724], [4.352586, -0.404629, -4.535245], [-8.100465, -2.458915, 4.997006], [4.900886, 1.580992, -4.551358], [9.381070, 0.076196, -5.748801], [3.240019, -3.950350, -1.526012], [3.837070, 4.488544, -5.219485], [5.022258, -5.119407, -3.785285], [-4.699439, 0.252408, -0.122660], [-0.148861, -2.190313, -3.623933], [-0.642018, -1.257195, -3.383172], [-8.349356, -4.236007, 3.501524], [-0.618522, 1.796938, 0.813393], [-7.716282, -5.219356, 5.226985], [-1.315747, 2.549115, 1.214268], [-1.576780, -1.503471, -1.361698], [-9.278638, -0.339665, 4.409964], [9.525673, 0.088457, -2.396804], [5.361748, 6.227217, -3.186197], [-11.056489, -1.544588, 1.707868], [5.273382, 0.116739, -3.108272], [3.561829, 0.589905, -3.302836], [-4.598449, -0.281636, 7.179885], [-5.539305, 5.029329, 4.346172], [4.306765, -5.666714, -5.315839], [6.382500, 5.649727, -1.852717], [5.097221, 3.876077, -4.946343], [0.352657, 2.318028, 0.698645], [4.832256, -3.190939, -1.676520], [-9.474640, -2.270941, 2.794324], [9.812623, -1.645081, -5.842064], [9.768187, 1.456485, -2.731127], [9.577087, 2.061175, -1.846584], [-3.670100, 2.458438, 8.288329], [-0.401052, 0.712518, 1.911693], [-7.558429, -6.119836, 3.703934], [4.013558, 5.524192, -5.509488], [-10.230784, -0.605530, 4.863576], [3.182336, 4.481730, -4.344632], [-10.405289, -2.013054, 4.994249], [6.734015, 5.149743, -3.518669], [-4.678639, 6.277055, 5.272237], [-10.288980, -0.165879, 5.858248], [-11.464856, -2.930379, 2.730887], [3.503050, -2.635801, -3.139005], [10.364255, -3.824828, -2.103145], [11.488944, -2.474593, -3.219356], [6.648116, 2.609718, -3.278436], [8.725484, -1.056863, -4.557881], [-5.997109, 5.374858, 6.037748], [-1.533721, 2.118590, -2.477212], [-3.201182, 1.580297, 8.731435]],
  "forces_ev_per_angstrom": [[0.09, -0.40, 0.05], [0.01, 0.10, -0.09], [-0.15, -0.02, -0.02], [0.30, -0.81, 0.13], [-0.51, 0.12, 0.15], [-2.66, -2.24, 0.88], [-2.22, 2.60, 1.15], [-0.32, -0.57, 0.22], [-0.70, 1.83, 0.28], [5.51, 6.46, -1.04], [-0.92, -2.83, 2.13], [0.57, 0.24, 0.14], [6.80, 2.37, -3.52], [-3.03, -0.15, 1.92], [0.47, -0.02, 0.15], [-1.13, 0.54, 0.16], [-0.11, 0.06, -0.03], [0.60, -0.62, 0.22], [0.35, -0.05, -0.34], [-0.01, -0.02, 0.03], [5.50, 5.50, -1.82], [0.14, -0.01, -0.02], [0.02, -0.18, 0.13], [0.01, 0.04, -0.16], [-0.01, 0.02, -0.02], [0.10, -0.15, -0.01], [-0.25, 0.24, 0.44], [-1.92, -0.81, -0.05], [6.11, -3.91, -3.58], [0.03, -0.01, 0.02], [0.17, 0.40, -0.42], [0.35, 0.69, -0.45], [0.35, -0.30, -0.13], [0.22, -0.44, -0.24], [-0.33, 0.26, 0.22], [0.05, 0.01, -0.15], [5.03, 3.75, -5.32], [1.28, 1.01, -0.26], [0.06, 0.52, 0.17], [0.52, -0.30, -0.05], [-0.43, 0.49, 0.23], [-0.03, -0.03, 0.00], [-1.10, -0.89, -0.22], [-0.15, 0.14, 0.02], [0.16, 0.17, 0.41], [-2.86, -0.54, 2.07], [-0.18, 0.17, 0.01], [-0.76, -0.58, 0.63], [-0.01, 0.49, 1.92], [0.23, -0.13, 0.14], [-0.84, 0.89, 0.28], [-0.01, -0.02, 0.03], [0.51, -0.49, 0.17], [-0.04, -0.02, 0.10], [0.21, -0.14, 0.19], [0.10, 0.11, 0.06], [-0.03, 0.01, -0.01], [0.03, -0.06, 0.05], [-0.41, -0.14, -0.23], [-0.05, 0.19, -0.29], [-0.29, -0.15, -0.88], [-0.92, -0.91, 0.30], [0.00, 0.12, -0.06], [-0.46, -0.85, 0.51], [-2.73, 0.77, 2.30], [0.01, -0.01, 0.03], [0.07, -0.01, 0.03], [0.03, 0.01, -0.16], [-0.02, 0.01, -0.03], [-0.41, 0.57, 0.68], [-0.18, -0.04, -0.59], [0.17, 0.02, 0.01], [-3.36, -1.49, 0.63], [0.42, -0.44, 0.63], [-0.01, 0.04, -0.02], [0.09, -0.20, -0.49], [1.34, -1.55, -1.65], [0.01, -0.12, 0.08], [-1.23, -3.39, 0.76], [0.02, -0.04, 0.00], [0.03, -0.02, 0.01], [0.02, 0.04, -0.02], [-0.04, -0.22, -0.05], [-0.03, 0.04, -0.02], [0.02, -0.02, 0.02], [-0.20, -0.01, 0.03], [-0.09, -0.16, 0.07], [-0.49, -0.28, 0.20], [-0.49, -0.16, -0.17], [-0.02, 0.02, -0.01], [-0.38, -0.85, 0.09], [-0.01, -0.02, 0.03], [0.12, 0.51, -0.65], [-0.07, -0.21, 0.10], [0.14, 0.02, 0.04], [0.39, 0.28, -0.11], [-0.01, 0.12, -0.08], [0.01, -0.03, 0.00], [-0.02, 0.41, -0.53], [-0.01, 0.07, -0.03], [-1.57, -3.27, 0.27], [-0.04, -0.12, 0.07], [0.10, -0.09, 0.04], [0.00, -0.21, 0.07], [-0.05, 0.06, -0.04], [-0.49, -0.25, 0.44], [0.07, -0.15, 0.03], [-3.41, -0.60, 0.91], [-1.05, -0.35, 0.61], [-0.03, 0.07, -0.05], [0.00, 0.16, -0.05], [0.36, 0.30, 0.23], [0.00, 0.02, -0.02]],
  "smiles": "CC[C@H](C)N(C(=O)OF)[C@@H](Cl)CC.COP(=O)(OC)OC.COP(=O)(OC)OC.COP(=O)(OC)OC.COP(=O)(OC)OC.COP(=O)(OC)OC",
  "lumo_ev": -2.351,
  "orbital_gap_ha": 0.2552,
  "spin_multiplicity": 1
}